Entry from the OMol25 dataset: a molecular structure, C20H24AlN2O6 (ωB97M-V/def2-TZVPD).

DFT total energy   -1579.84339 hartree
Charge   +1
Energy relative to the best compared isomer or geometry (same formula, charge and spin)   0.00 kcal/mol
E_LUMO   -2.85 eV

Atoms and positions in Å:
Al 1.071 0.237 -0.162
C -0.796 1.915 1.475
O 0.490 1.266 1.361
C 1.046 0.871 2.633
C 2.194 -0.071 2.315
O 1.768 -0.912 1.226
C 1.278 -2.248 1.549
C 0.158 -2.250 2.562
O -0.885 -1.422 2.116
C -2.128 -1.713 2.736
H -0.676 2.830 2.051
H -1.491 1.232 1.962
H -1.132 2.144 0.469
H 0.258 0.379 3.200
H 1.397 1.761 3.157
H 2.467 -0.677 3.177
H 3.067 0.467 1.952
H 2.128 -2.822 1.921
H 0.932 -2.649 0.601
H 0.504 -1.939 3.559
H -0.172 -3.292 2.651
H -2.433 -2.741 2.522
H -2.865 -1.033 2.316
H -2.077 -1.572 3.820
O -1.076 -3.427 -1.070
C -2.233 -2.794 -1.417
C -3.397 -3.530 -1.616
C -4.573 -2.905 -1.986
C -4.608 -1.528 -2.166
C -3.454 -0.796 -1.973
C -2.254 -1.404 -1.594
C -1.070 -0.552 -1.397
O -0.070 -1.020 -0.677
N -1.045 0.649 -1.908
N 0.157 1.239 -1.521
C 0.629 2.228 -2.191
C 1.945 2.758 -1.931
C 2.314 3.955 -2.566
C 3.575 4.482 -2.418
C 4.507 3.793 -1.642
C 4.178 2.604 -1.023
C 2.896 2.067 -1.143
O 2.638 0.906 -0.524
H -1.217 -4.377 -1.154
H -3.370 -4.606 -1.483
H -5.465 -3.498 -2.137
H -5.525 -1.035 -2.457
H -3.455 0.276 -2.115
H 0.030 2.639 -3.002
H 1.581 4.461 -3.183
H 3.845 5.407 -2.907
H 5.508 4.189 -1.528
H 4.905 2.058 -0.438

Mulliken atomic charges, in units of e: number 1, Al, carries 0.069; number 2, C, carries -0.685; number 3, O, carries 0.206; number 4, C, carries -0.457; number 5, C, carries -0.776; number 6, O, carries -0.170; number 7, C, carries -0.579; number 8, C, carries -0.685; number 9, O, carries 0.125; number 10, C, carries -1.010; number 11, H, carries 0.329; number 12, H, carries 0.124; number 13, H, carries 0.281; number 14, H, carries 0.218; number 15, H, carries 0.545; number 16, H, carries 0.542; number 17, H, carries 0.390; number 18, H, carries 0.416; number 19, H, carries 0.256; number 20, H, carries 0.324; number 21, H, carries 0.621; number 22, H, carries 0.314; number 23, H, carries 0.281; number 24, H, carries 0.337; number 25, O, carries -0.428; number 26, C, carries 1.127; number 27, C, carries -0.827; number 28, C, carries -0.543; number 29, C, carries -0.854; number 30, C, carries -0.583; number 31, C, carries 0.028; number 32, C, carries 0.894; number 33, O, carries -0.457; number 34, N, carries -1.196; number 35, N, carries 0.783; number 36, C, carries -0.164; number 37, C, carries 0.696; number 38, C, carries -0.843; number 39, C, carries -0.737; number 40, C, carries -0.548; number 41, C, carries -0.467; number 42, C, carries 0.509; number 43, O, carries -0.491; number 44, H, carries 0.309; number 45, H, carries 0.337; number 46, H, carries 0.412; number 47, H, carries 0.414; number 48, H, carries 0.445; number 49, H, carries 0.475; number 50, H, carries 0.399; number 51, H, carries 0.416; number 52, H, carries 0.406; number 53, H, carries 0.472